Entry 1:
A structure of composition C30H46BrN3P2Pd. Source: the Open Molecules 2025 dataset; level of theory: ωB97M-V/def2-TZVPD.

```
83
Properties=species:S:1:pos:R:3
N -6.3779 4.3655 -4.5750
C -6.1010 4.7764 -3.3339
C -5.0797 4.1715 -2.5864
C -4.3066 3.1007 -3.1201
C -4.6720 2.6776 -4.4186
C -5.6701 3.3637 -5.1167
C -3.2250 2.5007 -2.3658
Pd 0.7586 -0.6085 -2.0784
P 3.1068 -0.8728 -0.2915
C -2.2275 1.6675 -2.7866
C -1.3014 1.3028 -1.7373
C 0.1008 1.2922 -2.0575
C 1.0087 1.3353 -0.8942
C 0.4927 1.0985 0.4429
C -0.8617 1.2312 0.7024
C -1.7389 1.2909 -0.3921
Br 1.3454 -0.0267 1.8578
H -3.2032 2.7912 -1.3041
H -2.1017 1.3682 -3.8532
H -4.9083 4.5388 -1.5792
H -4.1520 1.8272 -4.8356
H -6.7277 5.5811 -2.9353
H -5.9252 3.0819 -6.1453
H 0.5531 1.5950 -2.9839
H -2.8041 1.2953 -0.1433
H 1.7944 2.1021 -1.0342
H -1.2657 1.1498 1.6883
P -0.3632 -2.2838 -0.1178
C 3.7938 0.8672 0.2349
C 5.1517 1.5391 0.1105
H 3.5377 0.9439 1.3315
H 3.1594 1.5838 -0.3114
H 4.9228 2.5572 0.4651
H 5.9179 1.1492 0.7909
H 5.4275 1.6186 -0.9433
C 3.9171 -1.5650 -1.8126
C 5.2909 -2.1884 -1.8793
H 3.8677 -0.7564 -2.5596
H 3.2332 -2.3673 -2.1040
H 5.3925 -2.5145 -2.9217
H 6.1270 -1.4960 -1.6817
H 5.3766 -3.1045 -1.2925
C 3.6437 -2.0515 1.1516
C 4.8644 -2.1115 2.0542
H 3.5375 -3.0564 0.7051
H 2.7894 -1.9171 1.8528
H 4.6733 -2.9414 2.7542
H 5.8051 -2.3799 1.5493
H 5.0314 -1.2065 2.6474
C -0.3602 -3.3975 1.3478
C -1.1587 -4.7255 1.3842
H -0.7137 -2.7903 2.2040
H 0.7078 -3.6163 1.4845
H -2.1781 -4.5683 1.7715
H -1.2580 -5.2070 0.4041
H -0.6573 -5.4477 2.0548
C 0.0940 -3.3931 -1.4975
C -0.4620 -2.8794 -2.8000
H -0.2297 -4.4148 -1.2752
H 1.1914 -3.3497 -1.5308
H -1.4720 -3.2528 -2.9550
H -0.5263 -1.7716 -2.8824
H 0.1533 -3.1895 -3.6487
C -2.2053 -2.1038 -0.2168
C -2.9444 -1.6483 1.0405
H -2.5108 -3.1086 -0.5241
H -2.3629 -1.3928 -1.0320
H -3.8815 -1.1369 0.7696
H -3.2208 -2.5089 1.6671
H -2.3817 -0.9407 1.6684
N -0.8996 -0.0684 4.6313
C -0.4374 1.2506 4.5618
C -0.9149 2.2272 5.4938
C -0.5792 3.5633 5.2419
C 0.0735 3.9168 4.0185
C 0.4454 2.8778 3.1616
N 0.2584 1.6067 3.4916
H -0.2975 -0.8676 4.3792
H -1.5860 -0.2623 5.3476
H -1.5769 1.8827 6.3043
H -0.8269 4.3647 5.9506
H 0.2640 4.9391 3.6786
H 0.8457 3.0969 2.1586
```

The orbital gap comes out at 6.58 eV. Its LUMO energy is -0.16 eV. Its energy above the lowest of the compared OMol25 structures with the same formula, charge and spin is 83.6 kcal per mole. For the highest occupied orbital energy, the calculation gives -6.746 eV.

---

Entry 2:
A structure of composition C30H46Cl2N3OPW. Source: the Open Molecules 2025 dataset; level of theory: ωB97M-V/def2-TZVPD.

```
84
Properties=species:S:1:pos:R:3
P 0.1371 -0.8779 -3.8183
C 1.7172 -0.3198 -4.7637
C 1.9195 -0.8304 -6.2023
C 3.2808 -0.4040 -6.7682
C 3.5566 1.0994 -6.6012
C 3.2301 1.6378 -5.2026
C 1.8277 1.2025 -4.7517
C -1.2756 0.0242 -4.7110
C -1.1129 0.0433 -6.2326
C -2.4068 0.4928 -6.9156
C -2.8840 1.8508 -6.3860
C -2.8878 1.9422 -4.8538
C -1.5648 1.4512 -4.2307
C -0.0675 -2.5748 -4.5729
C 1.1380 -3.4845 -4.2701
C 1.0635 -4.7657 -5.1264
C -0.2714 -5.4909 -4.9381
C -1.4856 -4.5813 -5.1410
C -1.3967 -3.2933 -4.2946
H 2.5219 -0.7316 -4.1294
H 1.1294 -0.4159 -6.8400
H 1.8201 -1.9215 -6.2768
H 3.3016 -0.6625 -7.8359
H 4.0710 -0.9823 -6.2624
H 4.6068 1.2956 -6.8295
H 2.9778 1.6650 -7.3456
H 3.9600 1.2581 -4.4718
H 3.2762 2.7343 -5.1991
H 1.6033 1.6103 -3.7565
H 1.0795 1.6189 -5.4424
H -2.1486 -0.5975 -4.4502
H -3.1812 -0.2718 -6.7432
H -0.8211 -0.9383 -6.6318
H -0.3095 0.7523 -6.4813
H -2.2231 0.5510 -7.9965
H -3.8881 2.0472 -6.7696
H -2.2437 2.6452 -6.7918
H -3.0791 2.9765 -4.5401
H -3.7008 1.3161 -4.4580
H -1.6107 1.5131 -3.1336
H -0.7463 2.1224 -4.5352
H -0.0682 -2.3972 -5.6652
H 2.0787 -2.9695 -4.5057
H 1.1790 -3.7192 -3.1920
H 1.1691 -4.4922 -6.1913
H 1.9002 -5.4286 -4.8673
H -0.3069 -5.9131 -3.9249
H -0.3257 -6.3308 -5.6305
H -2.4111 -5.1213 -4.8974
H -1.5330 -4.2924 -6.2045
H -2.2428 -2.6481 -4.5628
H -1.5156 -3.5016 -3.2204
W -0.0026 -0.6379 -1.0747
Cl -2.0914 -1.4201 -1.6470
Cl 2.2189 -0.2142 -1.5175
C -0.1118 1.0111 0.2049
H 0.1834 0.9470 1.2648
C -0.3493 2.3861 -0.1147
C -0.9850 3.2432 0.8411
C -1.2081 4.5733 0.5198
C -0.7660 5.0819 -0.7229
C -0.1188 4.2458 -1.6495
C 0.0842 2.9026 -1.3579
H -1.2894 2.8371 1.8119
H -1.7186 5.2395 1.2252
H 0.2423 4.6460 -2.6003
H 0.6187 2.2386 -2.0456
H -0.9212 6.1388 -0.9610
C 2.2376 -2.6142 3.4712
N 0.9726 -2.1553 2.9286
C -0.1563 -2.2211 3.6663
C -1.3112 -1.7542 3.1159
C -1.2779 -1.2002 1.8197
N -0.2052 -1.3461 0.9824
C 1.0168 -1.6993 1.6169
O 2.1121 -1.5722 1.0738
N -2.3108 -0.4108 1.3895
H 2.0593 -3.0362 4.4649
H 2.9583 -1.7885 3.5396
H 2.6643 -3.3828 2.8143
H -0.0435 -2.6375 4.6669
H -2.2196 -1.6866 3.6942
H -3.0934 -0.4198 2.0355
H -2.0695 0.5541 1.1318
```

The spin multiplicity is 3. The orbital gap (spin up / spin down) comes out at 6.29 / 6.09 eV. Its LUMO energy (spin up / spin down) is -0.15 / -0.36 eV. Its energy above the lowest of the compared OMol25 structures with the same formula, charge and spin is 0.0 kcal per mole. For the highest occupied orbital energy (spin up / spin down), the calculation gives -6.439 / -6.456 eV. Its expectation value of S² is 2.3660.

---

Entry 3:
A structure of composition C30H46F5NO3PSi3Ti. Source: the Open Molecules 2025 dataset; level of theory: ωB97M-V/def2-TZVPD.

```
90
Properties=species:S:1:pos:R:3
Ti -0.0777 -0.2013 0.2393
C -1.9389 -1.7941 2.4008
O -1.1653 -0.6930 1.9033
Si -0.7749 0.7679 2.7695
C -2.2655 1.3117 3.7351
C 0.5252 0.2763 4.0031
C -0.2675 1.6094 1.1750
Si 0.9848 2.9935 1.6483
C 1.1080 4.3183 0.3315
C 0.4148 3.7826 3.2610
C 2.7391 2.4553 2.0194
Si -1.8620 2.4428 0.4252
C -1.5883 2.8737 -1.3749
C -2.3458 4.0084 1.3364
C -3.4039 1.3554 0.4626
H -2.9875 -1.5000 2.4350
H -1.5903 -2.0678 3.3952
H -1.8086 -2.6441 1.7386
H -2.5600 0.4831 4.3870
H -3.1309 1.6152 3.1527
H -1.9834 2.1397 4.3893
H 0.2360 -0.6962 4.4147
H 0.5758 0.9739 4.8393
H 1.5195 0.1674 3.5766
H 0.1793 4.8528 0.1395
H 1.4786 3.9282 -0.6179
H 1.8385 5.0497 0.6885
H -0.6373 4.0552 3.3074
H 0.9958 4.6991 3.3987
H 0.6445 3.1456 4.1183
H 3.3717 2.4251 1.1353
H 2.8175 1.4972 2.5317
H 3.1529 3.2125 2.6915
H -0.7764 3.5841 -1.5241
H -2.5048 3.3217 -1.7677
H -1.3897 1.9803 -1.9712
H -1.5784 4.7782 1.3815
H -2.6881 3.8078 2.3524
H -3.1958 4.4253 0.7879
H -3.5391 0.8416 -0.4866
H -4.2637 2.0136 0.6132
H -3.4317 0.5999 1.2463
O 0.4764 -4.4256 -0.0315
C -0.3991 -3.7165 -0.4308
N -0.3846 -2.2935 -0.4076
C -1.5224 -1.8669 -0.9288
O -1.7058 -0.6042 -0.9371
C -2.4049 -2.9569 -1.3746
C -3.6482 -2.9831 -1.9712
C -4.1778 -4.2392 -2.2597
C -3.4776 -5.4031 -1.9565
C -2.2206 -5.3613 -1.3522
C -1.7036 -4.1177 -1.0691
H -4.1874 -2.0753 -2.2064
H -5.1499 -4.3137 -2.7279
H -3.9207 -6.3607 -2.1952
H -1.6739 -6.2635 -1.1136
C 2.5720 1.8358 -3.7970
C 1.6624 1.7351 -2.5737
P 1.0341 0.0493 -2.1948
C -0.1754 -0.1929 -3.5662
C -0.3457 -1.6126 -4.1025
C 2.4389 -1.0597 -2.6111
C 2.3341 -2.5179 -2.1700
H 2.8000 2.8826 -3.9967
H 2.1102 1.4273 -4.6966
H 3.5175 1.3194 -3.6377
H 0.7733 2.3548 -2.7054
H 2.1792 2.1077 -1.6915
H 0.1601 0.4561 -4.3782
H -1.1333 0.2016 -3.2265
H 0.5786 -1.9898 -4.5386
H -1.1028 -1.6178 -4.8866
H -0.6639 -2.3218 -3.3392
H 3.3293 -0.6003 -2.1820
H 2.5557 -0.9945 -3.6962
H 2.2406 -2.6110 -1.0896
H 3.2335 -3.0520 -2.4772
H 1.4830 -3.0249 -2.6215
F 3.0591 0.6127 -0.2144
C 3.0030 -0.4570 0.6137
C 1.7739 -0.9662 0.9900
C 1.8462 -2.0758 1.8228
F 0.7276 -2.6623 2.2799
C 3.0358 -2.6381 2.2490
F 3.0388 -3.6961 3.0520
C 4.2370 -2.0850 1.8351
F 5.3858 -2.6084 2.2309
C 4.2215 -0.9786 1.0042
F 5.3633 -0.4342 0.5890
```

The orbital gap comes out at 7.94 eV. Its LUMO energy is -3.84 eV. Its energy above the lowest of the compared OMol25 structures with the same formula, charge and spin is 0.0 kcal per mole. For the highest occupied orbital energy, the calculation gives -11.778 eV. As for the charge: +1.

---

Entry 4:
A structure of composition C30H46HgNO23S3. Source: the Open Molecules 2025 dataset; level of theory: ωB97M-V/def2-TZVPD.

```
104
Properties=species:S:1:pos:R:3
Hg -4.4703 -0.4403 1.2942
C -0.2973 -0.1982 -0.6034
C -1.8017 0.0368 -0.4562
O -2.3273 -0.4189 0.7530
H 0.2610 0.7391 -0.5577
H -0.1023 -0.5862 -1.6015
H 0.2710 -0.8408 0.0733
H -2.2287 -0.5390 -1.2860
H -2.0692 1.0744 -0.6671
C -0.9801 3.1558 1.5998
C 0.0426 3.5790 0.5450
O -0.3652 4.9357 0.2879
S -0.8368 5.6281 1.6464
O -1.8081 6.6594 1.4440
O 0.2926 5.8998 2.5192
O -1.5913 4.2979 2.1652
H -0.6690 2.4052 2.3273
H -1.8024 2.6617 1.0680
H -0.0680 2.8887 -0.2849
H 1.0692 3.5964 0.9065
C -0.7978 -3.9554 2.9220
C 0.0101 -3.7249 1.6758
O 1.3027 -4.2173 2.0181
S 1.5852 -4.2722 3.6403
O 2.6657 -3.4096 4.0252
O 1.5961 -5.6316 4.0698
O 0.0961 -3.6084 3.9494
H -1.2998 -4.9228 3.0143
H -1.6610 -3.2966 3.0604
H 0.1241 -2.6686 1.4200
H -0.3883 -4.1982 0.7789
C 0.2273 -0.1888 3.4244
C -1.1038 -0.1454 4.1742
O -0.8196 0.3970 5.4765
S 0.7333 0.8619 5.5700
O 1.5942 -0.1477 6.1321
O 0.8101 2.1652 6.1445
O 1.0408 0.8250 3.9498
H 0.0902 -0.0770 2.3468
H 0.7453 -1.1468 3.5016
H -1.5804 -1.1128 4.3097
H -1.7826 0.6038 3.7597
C -1.7632 2.2074 -3.6959
C -0.5004 1.9298 -3.1428
C 0.3467 1.0865 -3.8001
C -0.0978 0.2125 -4.7898
C -1.3558 0.4625 -5.3305
C -2.1401 1.5202 -4.8399
N 0.6758 -0.9434 -5.2330
O 0.3630 -1.4552 -6.2835
O 1.5133 -1.4040 -4.4761
H -2.3734 2.9791 -3.2454
H -0.2367 2.5506 -2.2985
H 1.3677 0.9489 -3.4610
H -1.7425 -0.0528 -6.1988
H -3.0667 1.7984 -5.3242
O 2.5270 -1.5640 1.3197
C 3.4158 -0.9603 1.8642
O 3.2556 0.3012 2.3185
C 4.4167 0.7504 3.0049
C 5.1979 -0.5245 3.3213
C 4.8069 -1.4728 2.1980
H 4.0925 1.2385 3.9238
H 5.0094 1.4750 2.4427
H 4.8876 -0.9238 4.2866
H 6.2682 -0.3290 3.2878
H 4.7598 -2.5172 2.4979
H 5.6178 -1.3917 1.4728
O -1.3373 -6.5051 -1.2980
C -1.3439 -5.3764 -1.7194
O -0.3114 -4.5625 -1.6776
C -0.5365 -3.3893 -2.4777
C -2.0657 -3.2512 -2.4336
C -2.5018 -4.6880 -2.4091
H -0.1785 -3.5102 -3.5028
H 0.0254 -2.5372 -2.1034
H -2.5008 -2.5919 -3.1836
H -2.3358 -2.8436 -1.4520
H -2.5408 -5.1623 -3.3957
H -3.5046 -4.8120 -2.0066
O 2.5834 1.6176 -1.2492
C 3.5338 0.8967 -1.0980
O 4.6972 1.3792 -0.5994
C 5.6166 0.3182 -0.2805
C 5.1905 -0.8030 -1.2027
C 3.7233 -0.5463 -1.5129
H 5.6073 0.1647 0.7970
H 6.5637 0.6905 -0.6704
H 5.2944 -1.7671 -0.6967
H 5.8237 -0.8590 -2.0839
H 2.9307 -1.2380 -1.2477
H 3.8359 -0.5328 -2.6011
O -4.4976 1.8078 0.1470
C -4.8490 2.6218 -0.6933
O -4.6088 3.9154 -0.5199
C -5.0827 4.6567 -1.6758
C -6.1518 3.7631 -2.2350
C -5.5595 2.3800 -1.9976
H -4.2413 5.0213 -2.2649
H -5.5018 5.5723 -1.2547
H -6.3032 3.9444 -3.3012
H -7.1449 3.9163 -1.8163
H -4.9568 2.0918 -2.8567
H -6.3233 1.6326 -1.7819
```

The orbital gap comes out at 4.36 eV. Its LUMO energy is -8.08 eV. Its energy above the lowest of the compared OMol25 structures with the same formula, charge and spin is 63.8 kcal per mole. For the highest occupied orbital energy, the calculation gives -12.449 eV. As for the charge: +1.

---

Entry 5:
A structure of composition C30H47AsClINO5P3SSr. Source: the Open Molecules 2025 dataset; level of theory: ωB97M-V/def2-TZVPD.

```
91
Properties=species:S:1:pos:R:3
Sr 10.5779 11.3014 13.3688
Cl 8.6147 13.7285 19.8602
C 8.9941 13.6057 18.2145
C 9.2405 14.7682 17.5025
C 9.4494 14.7515 16.1282
I 9.8793 16.4263 14.8919
C 9.5246 13.4732 15.4941
O 9.9238 13.3857 14.2663
C 9.1674 12.2439 16.2080
N 9.1731 11.0637 15.5404
C 9.0009 9.9250 16.2411
C 8.8078 9.9360 17.6145
C 8.8066 11.1141 18.3325
C 8.9902 12.3197 17.6263
H 9.2639 15.6851 18.0727
H 8.9911 8.9917 15.6677
H 8.6634 8.9999 18.1665
H 8.6798 11.1115 19.4206
C 11.8670 8.4374 9.8674
P 10.5058 8.5700 11.1194
C 10.7868 6.9926 12.0429
C 9.0502 8.0153 10.1894
C 8.4375 6.7772 10.3935
C 7.2650 6.4473 9.7517
C 6.6933 7.3281 8.8557
C 7.3397 8.5188 8.5684
C 8.4824 8.9057 9.2340
P 9.2265 10.5065 8.8188
C 9.7746 10.1783 7.0579
C 7.7483 11.5275 8.4413
H 11.7692 7.5066 9.2698
H 12.8429 8.4350 10.4086
H 11.8582 9.2951 9.1803
H 10.8593 6.1443 11.3573
H 9.9901 6.8349 12.7799
H 11.7568 7.1095 12.5636
H 8.8730 6.0650 11.1110
H 6.7847 5.4916 9.9998
H 5.7468 7.0754 8.3764
H 6.9713 9.1474 7.7306
H 8.9813 9.6702 6.4863
H 10.6975 9.5708 7.1203
H 10.0114 11.1196 6.5413
H 7.1714 11.1490 7.5654
H 8.0650 12.5406 8.2029
H 7.1147 11.6344 9.3357
C 9.2796 15.1666 10.5478
As 10.2709 13.5420 10.9804
C 11.7301 14.1386 12.1776
C 11.3983 12.9694 9.4956
S 8.6108 12.0101 11.3434
H 9.9130 15.8159 9.9226
H 9.0034 15.7042 11.4605
H 8.3701 14.8765 9.9735
H 12.3454 14.8457 11.6038
H 12.4083 13.3439 12.4768
H 11.2938 14.6448 13.0545
H 12.0006 13.8402 9.1848
H 10.7565 12.6197 8.6719
H 12.0902 12.1681 9.8041
C 15.5129 11.9582 11.8720
C 15.4940 11.0188 13.0625
C 16.4106 9.8285 12.8054
C 15.7261 11.7765 14.3665
O 14.1872 10.4111 13.0992
P 13.2500 9.9943 14.3065
O 12.6595 11.2698 14.9303
O 12.1076 9.2172 13.6791
O 14.1840 9.1655 15.3395
C 13.4966 8.3841 16.4478
C 12.4654 7.3860 15.9423
C 14.6619 7.5781 17.0123
C 12.8728 9.3820 17.4118
H 16.5267 12.3697 11.6608
H 14.8259 12.7968 12.0529
H 15.1529 11.4246 10.9683
H 17.4609 10.1540 12.7088
H 16.1072 9.3135 11.8796
H 16.2596 9.1050 13.6393
H 16.6245 12.4054 14.3461
H 15.8091 11.0657 15.2123
H 14.8472 12.4060 14.6022
H 12.7796 6.9041 14.9908
H 11.5117 7.8672 15.6802
H 12.3057 6.5972 16.7061
H 15.0607 6.9251 16.2218
H 14.3632 6.9386 17.8722
H 15.4727 8.2530 17.3277
H 11.9789 9.8427 16.9695
H 13.5557 10.2129 17.6138
H 12.5901 8.9166 18.3881
```

The orbital gap comes out at 6.91 eV. Its LUMO energy is -0.01 eV. Its energy above the lowest of the compared OMol25 structures with the same formula, charge and spin is 15.8 kcal per mole. For the highest occupied orbital energy, the calculation gives -6.915 eV.